A structure of composition C31H43AuCl2N3O2P at a distorted geometry. Source: the Open Molecules 2025 dataset; level of theory: the ωB97M-V functional and the def2-TZVPD basis.

Positions of all 83 atoms, in Å:
Au: -0.529 -0.349 -0.042
C: -0.973 -2.932 -3.663
C: -1.188 -2.096 -2.585
N: -0.185 -1.593 -1.857
C: 1.064 -1.925 -2.184
C: 1.374 -2.795 -3.221
C: 0.328 -3.284 -3.989
C: 2.780 -3.140 -3.505
C: 3.692 -3.573 -2.636
C: 3.489 -3.917 -1.215
C: 4.577 -3.986 -0.354
C: 4.322 -4.322 0.965
N: 3.097 -4.583 1.410
C: 2.128 -4.505 0.502
N: 2.254 -4.192 -0.780
H: -1.816 -3.304 -4.229
H: -2.183 -1.792 -2.287
H: 1.853 -1.481 -1.587
H: 0.530 -3.948 -4.820
H: 3.103 -3.004 -4.533
H: 4.706 -3.704 -2.999
H: 5.581 -3.779 -0.698
H: 5.129 -4.381 1.688
H: 1.123 -4.722 0.850
C: -1.921 -3.551 1.182
C: -2.291 -3.414 2.655
C: -3.374 -2.343 2.895
C: -3.645 -1.387 1.717
C: -3.987 -2.229 0.465
C: -3.174 -3.534 0.316
P: -2.427 -0.043 1.368
C: -1.886 0.491 3.054
C: -1.517 1.974 3.172
C: -1.098 2.319 4.600
C: 0.070 1.458 5.069
C: -0.267 -0.022 4.931
C: -0.677 -0.344 3.498
C: -3.460 1.381 0.747
C: -2.569 2.385 -0.023
C: -3.416 3.294 -0.908
C: -4.047 2.475 -2.047
C: -4.303 1.023 -1.616
C: -4.671 0.990 -0.137
H: -1.366 -4.478 1.021
H: -1.261 -2.734 0.876
H: -1.396 -3.211 3.244
H: -2.668 -4.373 3.021
H: -3.178 -1.789 3.816
H: -4.329 -2.850 3.060
H: -4.540 -0.825 2.001
H: -3.887 -1.634 -0.446
H: -5.049 -2.483 0.535
H: -2.904 -3.678 -0.732
H: -3.801 -4.392 0.579
H: -2.730 0.301 3.738
H: -2.348 2.616 2.880
H: -0.684 2.182 2.495
H: -1.951 2.172 5.274
H: -0.838 3.379 4.653
H: 0.334 1.701 6.102
H: 0.950 1.683 4.456
H: -1.085 -0.279 5.617
H: 0.586 -0.641 5.219
H: -0.873 -1.409 3.388
H: 0.152 -0.107 2.824
H: -3.879 1.878 1.629
H: -1.872 1.843 -0.672
H: -1.939 2.956 0.653
H: -2.800 4.098 -1.312
H: -4.195 3.777 -0.309
H: -3.398 2.497 -2.926
H: -4.994 2.931 -2.347
H: -3.406 0.412 -1.774
H: -5.090 0.579 -2.229
H: -5.095 0.034 0.160
H: -5.474 1.713 0.041
Cl: 1.348 4.158 1.510
C: 2.392 2.885 0.816
Cl: 3.461 2.219 2.061
C: 1.494 1.819 0.156
O: 1.309 1.940 -1.054
O: 1.010 0.951 0.941
H: 3.003 3.362 0.063

LUMO energy: -0.01397 hartree
Electronic energy: -2919.280540 hartree
Gap between HOMO and LUMO: 7.465 eV
Net charge: 0
HOMO level: -7.85 eV

---

A cluster of 5 separate species, C31H43Br2NO11 in total at a distorted geometry. Source: the Open Molecules 2025 dataset; level of theory: the ωB97M-V functional and the def2-TZVPD basis.

Positions of all 88 atoms, in Å:
C: 1.910 -2.714 0.388
C: 2.580 -2.523 -0.955
N: 2.457 -1.156 -1.498
C: 1.072 -0.678 -1.485
C: 0.914 0.568 -2.327
C: -0.526 1.011 -2.447
C: -0.924 1.900 -3.367
C: -2.359 2.262 -3.463
O: -2.755 3.395 -3.702
C: -3.291 1.127 -3.197
C: -2.922 0.229 -2.280
C: -3.736 -0.958 -1.850
Br: -2.525 -2.502 -1.557
C: -4.829 -1.421 -2.802
C: -6.063 -0.501 -2.761
Br: -4.199 -1.750 -4.609
C: -1.616 0.485 -1.571
O: -1.539 0.351 -0.366
C: 3.005 -1.192 -2.828
C: 2.242 -1.880 -3.947
O: 4.095 -0.697 -3.056
H: 0.849 -2.497 0.382
H: 2.010 -3.765 0.648
H: 2.417 -2.158 1.164
H: 2.219 -3.284 -1.655
H: 3.641 -2.701 -0.813
H: 0.350 -1.443 -1.779
H: 0.836 -0.419 -0.462
H: 1.517 1.383 -1.954
H: 1.233 0.422 -3.353
H: -0.233 2.369 -4.045
H: -4.213 1.051 -3.741
H: -4.183 -0.781 -0.881
H: -5.152 -2.381 -2.433
H: -5.999 0.113 -1.873
H: -6.960 -1.101 -2.732
H: -6.102 0.145 -3.628
H: 2.447 -1.326 -4.851
H: 1.172 -1.851 -3.770
H: 2.578 -2.898 -4.074
O: 2.827 -0.572 3.187
C: 1.788 0.024 3.161
O: 1.102 0.240 2.017
C: -0.053 1.065 2.274
C: -0.337 0.890 3.760
C: 1.061 0.659 4.328
H: 0.200 2.098 2.022
H: -0.873 0.743 1.644
H: -0.861 1.736 4.200
H: -0.947 -0.002 3.915
H: 1.560 1.595 4.580
H: 1.066 0.000 5.190
O: 1.557 1.853 7.307
C: 2.655 2.315 7.388
O: 2.917 3.623 7.156
C: 4.334 3.865 7.219
C: 4.898 2.724 8.055
C: 3.943 1.583 7.710
H: 4.728 3.868 6.201
H: 4.502 4.843 7.664
H: 5.944 2.513 7.840
H: 4.815 2.966 9.115
H: 4.259 1.036 6.819
H: 3.792 0.889 8.531
O: 1.972 3.248 -3.492
C: 3.083 3.665 -3.335
O: 3.395 4.974 -3.450
C: 4.815 5.158 -3.307
C: 5.302 3.934 -2.541
C: 4.327 2.859 -3.015
H: 5.254 5.226 -4.305
H: 4.995 6.092 -2.780
H: 6.348 3.702 -2.727
H: 5.179 4.096 -1.470
H: 4.663 2.369 -3.930
H: 4.116 2.108 -2.259
O: -6.837 -2.424 -0.394
C: -6.769 -3.617 -0.454
O: -7.528 -4.346 -1.302
C: -7.292 -5.752 -1.099
C: -5.918 -5.832 -0.448
C: -5.877 -4.535 0.358
H: -8.082 -6.145 -0.456
H: -7.338 -6.255 -2.061
H: -5.775 -6.731 0.147
H: -5.145 -5.810 -1.218
H: -6.306 -4.655 1.354
H: -4.877 -4.120 0.432

LUMO energy: -0.02617 hartree
Electronic energy: -7237.483983 hartree
Gap between HOMO and LUMO: 8.162 eV
Net charge: 0
SMILES: CCN(CCC1=CC(=O)C=C([C@H](Br)[C@@H](C)Br)C1=O)C(C)=O.O=C1CCCO1.O=C1CCCO1.O=C1CCCO1.O=C1CCCO1
HOMO level: -8.87 eV

---

A cluster of 5 separate species, C31H43Br8N2S3 in total at a distorted geometry. Source: the Open Molecules 2025 dataset; level of theory: the ωB97M-V functional and the def2-TZVPD basis.

Positions of all 87 atoms, in Å:
C: -6.524 -3.842 -2.520
C: -5.880 -2.806 -2.641
N: -5.071 -1.562 -2.710
C: -5.844 -0.522 -1.954
C: -5.417 0.982 -2.245
C: -4.560 1.647 -1.078
C: -5.267 1.625 0.355
C: -4.158 1.360 1.472
S: -3.846 -0.443 1.779
C: -2.278 -0.858 0.916
S: -2.158 -1.171 -0.730
N: -1.049 -0.938 1.746
C: -0.208 -2.049 1.283
C: -0.814 -3.456 1.361
C: -0.114 -4.694 0.892
C: 1.275 -4.576 0.310
C: 1.916 -3.195 0.255
C: 1.189 -1.940 0.739
C: -0.361 0.362 1.710
C: 0.067 1.113 0.477
C: 0.740 2.478 0.552
C: 0.980 3.141 1.904
C: 0.569 2.392 3.170
C: -0.090 1.036 3.050
C: -4.660 1.238 -3.634
C: -3.871 -0.015 -4.235
C: -4.877 -1.270 -4.174
S: -3.965 -2.751 -4.898
H: -7.156 -4.745 -2.734
H: -4.155 -1.818 -2.282
H: -6.961 -0.658 -2.106
H: -5.665 -0.740 -0.843
H: -6.389 1.587 -2.302
H: -3.512 1.222 -1.091
H: -4.459 2.754 -1.359
H: -5.745 2.648 0.514
H: -6.124 0.874 0.423
H: -3.198 1.850 1.085
H: -4.447 1.893 2.433
H: -1.855 -3.550 1.790
H: -0.622 -5.702 0.942
H: 1.827 -5.488 -0.081
H: 2.957 -3.154 -0.192
H: 1.714 -0.946 0.681
H: -0.097 0.681 -0.552
H: 1.037 3.037 -0.390
H: 1.455 4.182 1.996
H: 0.734 2.876 4.180
H: -0.402 0.518 4.014
H: -5.348 1.668 -4.438
H: -3.876 2.048 -3.432
H: -3.690 0.183 -5.337
H: -2.883 -0.217 -3.725
H: -5.831 -1.083 -4.749
H: -3.479 -3.458 -3.798
Br: 3.561 -8.559 -1.139
C: 3.854 -8.063 0.722
C: 2.948 -8.838 1.646
Br: 1.129 -8.138 1.602
H: 3.718 -6.985 0.790
H: 4.899 -8.306 0.919
H: 3.271 -8.726 2.681
H: 2.887 -9.897 1.401
Br: 3.303 -0.005 5.215
C: 4.598 1.367 5.705
C: 4.300 2.672 5.011
Br: 4.852 2.621 3.143
H: 5.585 0.970 5.473
H: 4.500 1.477 6.786
H: 4.878 3.483 5.456
H: 3.244 2.935 5.023
Br: 8.561 4.114 -1.905
C: 7.161 4.218 -0.553
C: 7.109 2.963 0.281
Br: 6.254 1.504 -0.686
H: 6.229 4.425 -1.077
H: 7.426 5.077 0.064
H: 6.488 3.118 1.165
H: 8.091 2.608 0.588
Br: 2.734 3.674 -3.033
C: 2.239 5.548 -2.837
C: 3.153 6.264 -1.873
Br: 2.733 5.821 -0.023
H: 1.193 5.568 -2.536
H: 2.333 5.973 -3.838
H: 3.012 7.343 -1.946
H: 4.206 6.029 -2.022

LUMO energy: -0.13611 hartree
Electronic energy: -23102.636053 hartree
Gap between HOMO and LUMO: 6.517 eV
Net charge: +1
HOMO level: -10.22 eV

---

Q: Which of these has the lowest LUMO energy?
A: C31H43Br8N2S3